Computed, not measured: 2 unconnected molecules or ions with the total composition CH5Cl2NP in a non-equilibrium geometry, with ωB97M-V/def2-TZVPD.

The geometry in ORCA input format:
```
! RIJCOSX wB97M-V def2-TZVPD def2/J DEFGRID3
* xyz 1 1
C 1.46 0.42 0.27
N 0.63 1.23 -0.81
P -1.45 -1.53 0.30
Cl -1.18 -3.37 0.95
Cl -3.10 -1.07 1.32
H 0.77 0.57 1.04
H 1.63 -0.59 0.01
H 0.30 2.08 -0.38
H 1.19 1.56 -1.64
H -0.23 0.71 -1.06
*
```

- E_tot (Ha) = -1357.24126

Computed, not measured: a single C4H7NO molecule in a non-equilibrium geometry, with ωB97M-V/def2-TZVPD.

The geometry in ORCA input format:
```
! RIJCOSX wB97M-V def2-TZVPD def2/J DEFGRID3
* xyz 0 1
C 2.30 0.22 0.30
C 0.55 0.25 -0.40
C -1.70 -0.82 -0.46
C -0.68 -0.12 0.44
N 1.50 1.17 0.33
O 3.26 -0.47 0.37
H 0.40 0.52 -1.42
H -2.73 -0.80 -0.04
H -1.51 -1.88 -0.49
H -1.55 -0.13 -1.34
H -0.12 -0.72 1.26
H -1.23 0.77 0.73
H 1.52 2.02 0.70
*
```

- E_tot (Ha) = -286.47805
- SMILES string = CC[C@H]1NC1=O

Computed, not measured: a molecular structure, C40H54IN6O5S6SeSi2Ti in a non-equilibrium geometry, with ωB97M-V/def2-TZVPD.

The geometry in ORCA input format:
```
! RIJCOSX wB97M-V def2-TZVPD def2/J DEFGRID3
* xyz -2 2
Ti -0.60 -0.55 -0.35
C 3.01 -4.48 -1.20
Si 1.45 -3.33 -1.28
C 0.98 -3.20 -3.08
C 0.11 -4.26 -0.37
C 1.59 -1.65 -0.50
C 1.71 -0.73 -1.65
C 2.90 -0.40 -2.36
C 2.77 0.25 -3.59
C 1.52 0.73 -3.95
C 0.45 0.51 -3.14
N 0.56 -0.28 -2.05
Si 2.79 -1.51 0.89
C 1.98 -1.94 2.57
C 4.41 -2.48 0.96
C 3.40 0.35 1.06
H 2.70 -5.46 -1.69
H 3.25 -4.80 -0.21
H 3.91 -4.06 -1.68
H 0.92 -4.12 -3.59
H 1.57 -2.55 -3.72
H -0.08 -2.82 -3.12
H 0.16 -5.36 -0.62
H -0.87 -3.91 -0.54
H 0.21 -4.18 0.70
H 3.86 -0.81 -2.06
H 3.61 0.41 -4.22
H 1.28 1.11 -4.99
H -0.50 0.89 -3.38
H 2.23 -2.97 2.68
H 0.87 -1.95 2.51
H 2.37 -1.38 3.32
H 4.37 -3.58 1.06
H 4.89 -2.06 1.84
H 5.01 -2.19 0.08
H 4.48 0.46 0.94
H 3.15 0.84 1.99
H 2.97 0.96 0.29
O -7.28 -2.01 -5.38
C -6.08 -2.27 -5.30
S -5.52 -3.11 -3.87
C -3.82 -3.06 -4.25
C -3.50 -2.62 -5.53
S -2.01 -2.64 -6.30
S -4.84 -2.04 -6.49
S -2.76 -3.48 -3.06
I -1.28 1.57 2.48
C 0.09 0.63 1.21
H 0.84 0.16 1.85
H 0.58 1.39 0.52
O -1.72 0.56 -1.03
O -2.31 1.35 -2.00
C 4.85 5.48 0.01
C 3.69 6.23 0.71
C 3.44 5.77 2.12
C 2.86 4.36 2.23
N 1.47 4.27 1.79
C 1.04 3.99 0.50
Se 2.08 3.34 -0.88
N -0.28 4.26 0.41
C -1.19 3.82 -0.68
C -1.71 5.03 -1.46
C -0.60 5.69 -2.25
C -0.07 4.89 -3.44
C -0.74 4.75 1.66
C -1.99 5.13 2.18
C -2.06 5.35 3.50
C -0.95 5.33 4.31
C 0.30 5.10 3.80
C 0.38 4.69 2.49
H 4.88 5.67 -1.04
H 4.72 4.39 0.05
H 5.80 5.85 0.42
H 2.72 6.07 0.14
H 3.93 7.26 0.69
H 2.80 6.42 2.69
H 4.43 5.70 2.59
H 2.92 3.95 3.26
H 3.31 3.68 1.59
H -2.03 3.17 -0.34
H -0.62 3.11 -1.27
H -2.21 5.83 -0.85
H -2.48 4.60 -2.18
H 0.22 5.88 -1.57
H -0.92 6.72 -2.62
H 0.21 3.80 -3.19
H 0.82 5.39 -3.82
H -0.83 4.92 -4.23
H -2.92 5.08 1.61
H -3.07 5.56 3.89
H -1.03 5.53 5.38
H 1.13 4.99 4.48
N -4.37 -8.40 1.23
C -3.65 -7.42 1.93
C -2.25 -7.22 1.63
C -1.53 -6.15 2.13
C -2.20 -5.31 2.96
C -3.59 -5.43 3.24
C -4.28 -6.50 2.75
S -1.36 -3.85 3.69
O -0.03 -4.27 4.06
O -2.19 -3.33 4.74
N -1.23 -2.92 2.40
C -2.20 -2.34 1.71
S -3.85 -2.32 2.30
C -4.33 -1.60 0.77
C -3.29 -1.41 -0.02
N -2.05 -1.82 0.49
H -3.81 -9.08 0.75
H -5.35 -8.33 1.00
H -1.85 -7.89 0.84
H -0.49 -5.93 1.92
H -4.11 -4.69 3.79
H -5.36 -6.50 2.94
H -5.39 -1.37 0.63
H -3.33 -0.90 -0.98
*
```

- E_tot (Ha) = -8778.13221

Computed, not measured: 7 unconnected molecules or ions with the total composition C42H73BFN7O8PS in a non-equilibrium geometry, with ωB97M-V/def2-TZVPD.

The geometry in ORCA input format:
```
! RIJCOSX wB97M-V def2-TZVPD def2/J DEFGRID3
* xyz 1 1
C 2.21 -0.50 -1.23
C 1.27 -0.54 -2.61
O 1.25 0.83 -3.14
C 1.14 0.85 -4.62
O -0.07 1.60 -4.98
C -1.18 0.72 -5.37
O -1.20 0.29 -6.67
C -2.43 0.23 -4.43
C -2.63 -1.35 -4.03
C -1.51 -2.43 -4.60
C -2.18 -3.24 -5.86
C -1.42 -4.68 -6.18
C -2.07 -5.95 -5.31
O -1.32 -6.16 -4.05
C -2.18 -6.70 -2.99
C -3.93 -1.77 -3.12
C -4.12 -3.38 -2.73
N -4.94 -0.72 -2.63
B -6.10 -1.30 -1.84
O -6.15 -1.03 -0.37
O -7.18 -2.16 -2.43
C -7.40 -3.24 -1.43
C -4.87 0.77 -2.89
P -6.04 2.13 -2.30
O -5.23 3.64 -1.83
O -7.12 1.78 -1.01
S -7.14 2.64 -3.88
C -3.59 1.28 -3.84
C -3.36 2.86 -4.30
C -2.13 3.56 -3.47
F -2.54 4.73 -2.65
H 3.24 -1.07 -1.41
H 2.48 0.60 -0.93
H 1.63 -1.01 -0.32
H 0.18 -0.82 -2.27
H 1.73 -1.35 -3.34
H 1.24 -0.20 -5.13
H 2.06 1.50 -5.02
H -1.33 -3.21 -3.72
H -0.46 -1.95 -4.82
H -2.25 -2.61 -6.86
H -3.30 -3.48 -5.53
H -1.38 -4.91 -7.33
H -0.29 -4.52 -5.81
H -3.19 -5.61 -5.08
H -2.09 -6.91 -5.97
H -3.28 -6.92 -3.34
H -2.24 -5.90 -2.11
H -1.74 -7.72 -2.58
H -3.26 -4.06 -3.16
H -5.13 -3.83 -3.17
H -4.06 -3.50 -1.55
H -5.38 -0.41 -0.19
H -7.92 -4.18 -1.92
H -8.05 -2.88 -0.51
H -6.37 -3.62 -0.96
H -5.03 3.48 -0.84
H -6.80 2.08 -0.11
H -4.37 3.49 -4.29
H -3.03 2.83 -5.44
H -1.32 3.97 -4.24
H -1.54 2.75 -2.82
C -0.25 1.46 2.79
C 0.81 2.55 2.85
C 1.94 2.34 1.85
C 2.64 1.02 2.13
N 3.22 -0.07 2.37
H 0.16 0.48 3.04
H -1.05 1.67 3.50
H -0.69 1.40 1.79
H 1.22 2.59 3.87
H 0.34 3.52 2.66
H 2.67 3.16 1.93
H 1.55 2.33 0.83
C 0.18 -7.59 1.71
C -1.07 -7.07 2.41
C -2.22 -6.76 1.45
C -1.78 -5.68 0.47
N -1.42 -4.79 -0.35
H 0.59 -6.85 1.02
H 0.95 -7.83 2.44
H -0.05 -8.50 1.14
H -0.81 -6.17 2.98
H -1.41 -7.82 3.14
H -3.09 -6.40 2.00
H -2.51 -7.65 0.89
C -0.68 7.44 3.10
C -0.96 7.70 4.58
C 0.06 7.02 5.50
C 0.02 5.51 5.29
N -0.01 4.27 5.11
H -0.75 6.38 2.85
H -1.42 7.97 2.48
H 0.32 7.80 2.82
H -1.97 7.34 4.82
H -0.94 8.78 4.76
H -0.17 7.24 6.54
H 1.07 7.39 5.29
C 3.65 5.86 -4.50
C 4.48 5.60 -5.75
C 4.03 4.34 -6.50
C 4.19 3.12 -5.60
N 4.33 2.11 -4.85
H 3.76 5.05 -3.76
H 3.98 6.78 -4.01
H 2.59 5.96 -4.74
H 5.53 5.51 -5.47
H 4.39 6.46 -6.42
H 4.64 4.20 -7.40
H 2.99 4.42 -6.81
C 4.65 -1.97 4.37
C 3.90 -1.60 5.65
C 4.44 -2.32 6.89
C 4.29 -3.82 6.70
N 4.17 -5.07 6.55
H 4.54 -3.03 4.14
H 4.26 -1.40 3.52
H 5.72 -1.74 4.46
H 2.84 -1.82 5.51
H 3.98 -0.51 5.81
H 3.88 -2.01 7.77
H 5.49 -2.08 7.05
C 5.07 2.18 9.66
C 6.21 1.31 9.16
C 6.73 1.72 7.78
C 5.61 1.61 6.76
N 4.68 1.51 5.91
H 4.19 2.11 9.00
H 4.75 1.87 10.66
H 5.37 3.23 9.71
H 5.88 0.26 9.14
H 7.04 1.36 9.88
H 7.56 1.08 7.48
H 7.09 2.76 7.80
*
```

- E_tot (Ha) = -3492.75677

Computed, not measured: a molecular structure, C5H6N2O2 in a non-equilibrium geometry, with ωB97M-V/def2-TZVPD.

The geometry in ORCA input format:
```
! RIJCOSX wB97M-V def2-TZVPD def2/J DEFGRID3
* xyz 0 1
C -2.62 0.55 -1.16
C -1.55 0.15 -0.14
C 0.94 0.05 0.12
C 2.78 -0.27 0.95
C 2.19 -1.40 1.00
H -3.35 -0.23 -1.14
H -2.30 0.71 -1.99
H -3.03 1.63 -0.58
H -0.11 1.44 -0.84
H 3.66 0.02 1.27
H 2.57 -2.37 1.26
N -0.22 0.61 -0.52
N 1.95 0.79 0.44
O -1.77 -0.43 0.85
O 0.85 -1.24 0.50
*
```

- E_tot (Ha) = -454.02919

Computed, not measured: a molecular structure, C40H63FN2O17P2SSi2 in a non-equilibrium geometry, with ωB97M-V/def2-TZVPD.

The geometry in ORCA input format:
```
! RIJCOSX wB97M-V def2-TZVPD def2/J DEFGRID3
* xyz 0 1
C -1.55 2.14 -3.71
C -0.49 2.72 -2.75
C -1.11 3.38 -1.52
C -1.48 2.37 -0.42
N -1.03 2.81 0.94
Si -2.28 3.24 2.04
C -1.56 4.19 3.49
C -0.12 4.70 3.24
C 0.20 6.04 3.95
C 0.56 7.14 2.99
C -0.21 8.30 2.90
C 0.09 9.29 1.98
C 1.18 9.14 1.14
C 1.97 8.00 1.23
C 1.66 7.02 2.15
C -3.53 4.26 1.05
O -4.09 5.37 1.76
C -3.28 6.52 1.78
O -2.94 1.80 2.65
Si -4.48 1.61 3.07
P -5.29 3.16 4.44
P -6.80 4.31 3.41
O -6.75 5.68 3.94
O -8.14 3.50 3.70
O -6.65 4.20 1.83
C -5.57 1.16 1.62
C -6.95 0.97 1.74
C -7.68 0.60 0.61
C -6.99 0.45 -0.59
C -5.62 0.66 -0.61
N -4.91 1.01 0.46
S -4.51 -0.22 4.35
O -3.81 -0.05 5.58
O -5.85 -0.74 4.35
F -3.65 -1.25 3.49
H -2.49 1.94 -3.17
H -1.79 2.84 -4.51
H -1.24 1.19 -4.14
H 0.12 3.44 -3.29
H 0.18 1.91 -2.44
H -0.41 4.10 -1.10
H -1.99 3.93 -1.85
H -2.54 2.12 -0.43
H -0.96 1.44 -0.64
H -0.45 2.08 1.33
H -1.58 3.52 4.35
H -2.21 5.03 3.76
H 0.02 4.85 2.17
H 0.60 3.94 3.54
H -0.66 6.36 4.55
H 1.04 5.88 4.63
H -1.06 8.41 3.56
H -0.52 10.18 1.93
H 1.41 9.90 0.40
H 2.82 7.86 0.58
H 2.27 6.12 2.22
H -2.97 4.63 0.18
H -4.35 3.67 0.63
H -3.67 7.28 1.10
H -3.28 6.95 2.79
H -2.24 6.31 1.51
H -4.30 4.16 4.46
H -8.64 3.30 2.89
H -6.46 5.09 1.49
H -7.43 1.08 2.70
H -8.74 0.43 0.67
H -7.51 0.15 -1.50
H -5.06 0.54 -1.54
O 2.01 4.51 -2.12
C 3.00 3.85 -2.30
O 3.44 3.53 -3.53
C 4.55 2.62 -3.44
C 5.14 2.84 -2.05
C 3.89 3.22 -1.25
H 4.19 1.60 -3.56
H 5.26 2.84 -4.23
H 5.67 1.97 -1.68
H 5.83 3.68 -2.06
H 3.38 2.34 -0.86
H 4.08 3.91 -0.44
O 5.62 -0.53 -3.30
C 4.63 -1.18 -3.43
O 3.40 -0.61 -3.42
C 2.38 -1.63 -3.50
C 3.07 -2.84 -4.12
C 4.50 -2.68 -3.60
H 2.02 -1.83 -2.49
H 1.56 -1.25 -4.10
H 2.60 -3.78 -3.85
H 3.06 -2.77 -5.21
H 4.64 -3.14 -2.62
H 5.25 -3.05 -4.29
O 4.70 -4.95 -5.40
C 4.66 -6.14 -5.24
O 5.73 -6.85 -4.84
C 5.42 -8.26 -4.82
C 3.90 -8.33 -4.70
C 3.48 -7.07 -5.44
H 5.79 -8.70 -5.74
H 5.94 -8.71 -3.98
H 3.50 -9.26 -5.09
H 3.61 -8.26 -3.65
H 3.36 -7.23 -6.52
H 2.57 -6.62 -5.06
O 4.31 -10.89 -2.93
C 4.80 -10.52 -1.90
O 4.34 -9.45 -1.23
C 5.17 -9.17 -0.08
C 5.87 -10.48 0.23
C 5.99 -11.11 -1.16
H 5.87 -8.38 -0.36
H 4.53 -8.81 0.72
H 6.81 -10.35 0.75
H 5.22 -11.10 0.85
H 6.90 -10.79 -1.67
H 5.94 -12.19 -1.16
O -0.40 -5.11 1.95
C -1.23 -5.23 2.80
O -1.80 -6.42 3.09
C -2.83 -6.26 4.08
C -2.48 -4.97 4.81
C -1.82 -4.15 3.70
H -3.79 -6.20 3.57
H -2.82 -7.14 4.72
H -3.34 -4.48 5.27
H -1.75 -5.17 5.60
H -2.54 -3.58 3.12
H -1.04 -3.49 4.05
*
```

- E_tot (Ha) = -4710.62597

Question: What is the E_tot in the first record?
Answer: -1357.24126 Ha